Here is a 8-piece molecular cluster, C46H82Br2FIN9O6S2 overall from the Open Molecules 2025 dataset. Energies are from wB97M-V/def2-TZVPD.

Values from the calculation:
HOMO energy	-11.51	eV
total charge	+1
lowest unoccupied orbital energy	-2.33	eV
electronic energy	-247289.4374	eV
HOMO-LUMO gap	9.185	eV

Last column: Löwdin charge in e.
Element x y z (Å)
C: -0.92 2.08 3.27  -0.09
C: 0.13 2.37 2.22  -0.34
C: -0.13 1.91 0.78  -0.62
I: -1.61 3.28 0.03  1.07
C: -0.41 0.36 0.61  -0.42
C: -1.90 -0.02 0.81  -0.14
C: -2.85 -0.43 -0.33  -0.23
C: -3.64 0.69 -1.01  -0.30
S: -4.61 -0.01 -2.30  0.55
O: -3.78 -0.03 -3.46  -0.30
O: -5.22 -1.21 -1.84  -0.25
O: -5.76 1.02 -2.55  -0.12
O: 0.21 -0.25 1.78  -0.02
C: 1.51 -0.66 1.84  -0.48
F: 1.53 -2.03 2.08  0.06
C: 2.19 -0.03 3.05  -0.10
O: 3.36 -0.79 3.37  -0.10
O: 4.36 0.15 3.75  -0.02
C: 2.31 -0.39 0.60  -0.03
N: 1.64 -0.85 -0.67  -0.12
C: 2.52 -0.21 -1.76  -0.21
C: 2.31 -0.74 -3.17  -0.22
C: 2.23 0.33 -4.27  -0.20
C: 1.35 -0.19 -5.37  -0.31
N: 1.24 0.78 -6.46  0.01
C: 1.82 -2.36 -0.69  -0.61
Br: 3.57 -2.88 -1.13  1.03
C: 1.01 -3.37 -0.36  -0.71
C: 1.46 -4.79 -0.39  -0.17
Br: -0.76 -3.23 0.25  1.00
C: 0.14 -0.26 -0.72  -0.42
S: -0.25 0.94 -1.99  0.88
H: -1.87 2.55 3.02  0.06
H: -0.58 2.52 4.21  0.06
H: -1.06 1.02 3.47  0.08
H: 1.12 2.10 2.57  0.05
H: 0.17 3.45 2.15  0.08
H: 0.76 2.15 0.20  0.06
H: -2.39 0.77 1.38  0.09
H: -1.87 -0.86 1.50  0.10
H: -3.61 -1.06 0.12  0.12
H: -2.40 -1.07 -1.08  0.08
H: -4.29 1.17 -0.28  0.11
H: -3.03 1.41 -1.54  0.00
H: -5.43 1.69 -3.18  0.11
H: 2.51 0.98 2.85  0.10
H: 1.48 -0.06 3.88  0.15
H: 4.79 0.40 2.92  0.11
H: 2.55 0.66 0.52  0.16
H: 3.24 -0.94 0.69  0.12
H: 2.40 0.86 -1.68  0.11
H: 3.54 -0.39 -1.45  0.08
H: 1.36 -1.29 -3.19  0.10
H: 3.09 -1.44 -3.44  0.08
H: 1.86 1.28 -3.87  0.09
H: 3.23 0.46 -4.69  0.11
H: 1.79 -1.11 -5.76  0.07
H: 0.36 -0.47 -4.98  0.09
H: 0.89 1.63 -6.03  0.04
H: 0.53 0.44 -7.09  0.06
H: 1.83 -5.04 -1.39  0.08
H: 2.27 -4.96 0.32  0.09
H: 0.64 -5.46 -0.15  0.06
H: -0.46 -1.08 -1.04  0.03
H: -0.26 0.10 -3.03  -0.10
C: 5.81 -0.68 -6.92  -0.10
C: 6.31 -1.99 -6.32  -0.25
C: 5.51 -3.21 -6.82  -0.18
C: 4.11 -3.11 -6.46  -0.21
N: 3.00 -3.03 -6.17  0.16
H: 4.78 -0.48 -6.64  0.06
H: 6.42 0.15 -6.58  0.08
H: 5.86 -0.70 -8.01  0.08
H: 6.26 -1.95 -5.23  0.11
H: 7.36 -2.14 -6.58  0.11
H: 5.90 -4.13 -6.39  0.12
H: 5.58 -3.30 -7.90  0.13
C: -1.83 -8.14 -4.07  -0.10
C: -0.59 -7.49 -4.67  -0.27
C: 0.61 -8.45 -4.69  -0.19
C: 0.97 -8.85 -3.33  -0.25
N: 1.28 -9.16 -2.27  0.14
H: -1.66 -8.43 -3.03  0.07
H: -2.68 -7.46 -4.09  0.05
H: -2.10 -9.04 -4.63  0.08
H: -0.33 -6.59 -4.11  0.10
H: -0.79 -7.17 -5.69  0.08
H: 1.48 -7.97 -5.13  0.12
H: 0.38 -9.34 -5.27  0.12
C: -4.12 2.63 -7.12  -0.10
C: -2.79 3.04 -7.74  -0.25
C: -1.65 2.06 -7.41  -0.18
C: -1.42 1.98 -5.98  -0.23
N: -1.33 1.97 -4.83  0.19
H: -4.05 2.64 -6.03  0.06
H: -4.90 3.33 -7.40  0.08
H: -4.42 1.64 -7.44  0.08
H: -2.51 4.03 -7.41  0.12
H: -2.89 3.08 -8.83  0.11
H: -0.72 2.37 -7.89  0.12
H: -1.90 1.05 -7.77  0.13
C: 3.67 3.57 8.10  -0.10
C: 3.50 2.07 7.88  -0.24
C: 3.90 1.62 6.47  -0.17
C: 3.07 2.27 5.46  -0.21
N: 2.41 2.75 4.65  0.19
H: 3.04 4.14 7.41  0.05
H: 3.38 3.84 9.11  0.08
H: 4.70 3.89 7.95  0.08
H: 2.45 1.79 8.06  0.11
H: 4.10 1.52 8.61  0.11
H: 3.77 0.55 6.33  0.12
H: 4.94 1.86 6.26  0.13
C: -2.24 5.20 7.02  -0.11
C: -0.78 5.32 6.62  -0.24
C: 0.02 4.06 6.96  -0.20
C: -0.01 3.78 8.39  -0.23
N: -0.06 3.57 9.52  0.16
H: -2.35 5.07 8.09  0.04
H: -2.80 6.10 6.75  0.08
H: -2.72 4.35 6.53  0.08
H: -0.33 6.18 7.12  0.11
H: -0.70 5.50 5.54  0.11
H: 1.06 4.15 6.65  0.08
H: -0.40 3.19 6.44  0.11
C: -2.28 -2.40 -4.80  -0.11
C: -3.51 -3.29 -4.66  -0.24
C: -3.18 -4.78 -4.72  -0.19
C: -2.59 -5.16 -6.00  -0.25
N: -2.16 -5.41 -7.04  0.16
H: -1.78 -2.54 -5.76  0.07
H: -2.57 -1.36 -4.72  0.03
H: -1.55 -2.62 -4.01  0.07
H: -4.23 -3.05 -5.44  0.12
H: -4.00 -3.07 -3.70  0.10
H: -4.08 -5.39 -4.58  0.12
H: -2.48 -5.04 -3.93  0.11
C: -3.44 6.19 12.74  -0.11
C: -3.57 4.68 12.57  -0.26
C: -3.22 4.21 11.16  -0.20
C: -4.10 4.80 10.15  -0.25
N: -4.80 5.26 9.36  0.15
H: -4.13 6.72 12.08  0.07
H: -3.66 6.49 13.76  0.07
H: -2.43 6.53 12.50  0.08
H: -4.59 4.37 12.82  0.11
H: -2.91 4.17 13.27  0.11
H: -3.31 3.12 11.08  0.12
H: -2.20 4.48 10.90  0.09

***

Here is C46H82IrNO2SbSi as an isolated structure from the Open Molecules 2025 dataset. Energies are from wB97M-V/def2-TZVPD.

Values from the calculation:
HOMO energy (alpha / beta)	-9.73 / -11.00	eV
total charge	+1
lowest unoccupied orbital energy (alpha / beta)	-3.23 / -4.59	eV
expectation value of S²	6.06
electronic energy	-71865.4899	eV
HOMO-LUMO gap (alpha / beta)	6.502 / 6.409	eV
2S+1	5

Last column: Löwdin charge in e.
Element x y z (Å)
Ir: -0.06 -0.49 0.70  0.92
C: -0.75 2.72 -5.15  -0.06
C: 0.71 2.27 -5.02  -0.55
C: 0.92 1.03 -5.90  -0.03
C: 1.61 3.41 -5.52  -0.04
C: 1.07 1.89 -3.59  -0.12
C: 0.12 1.79 -2.60  0.04
C: 0.48 1.32 -1.34  -0.18
N: -0.39 1.26 -0.27  -0.08
C: -1.71 1.71 -0.44  -0.22
C: -2.04 3.03 -0.46  0.02
C: -3.38 3.42 -0.62  -0.10
C: -4.38 2.43 -0.77  0.06
C: -4.13 1.08 -0.76  -0.05
C: -2.74 0.67 -0.58  -0.29
O: -2.38 -0.52 -0.50  -0.07
C: -5.23 0.05 -0.97  -0.53
C: -6.61 0.70 -1.07  -0.06
C: -5.28 -0.96 0.19  -0.03
C: -4.92 -0.67 -2.29  -0.03
C: -3.72 4.91 -0.59  -0.55
C: -5.21 5.18 -0.80  -0.06
C: -3.31 5.47 0.78  -0.03
C: -2.93 5.62 -1.70  -0.04
C: 1.83 0.82 -1.10  -0.29
O: 2.04 0.14 -0.05  -0.12
C: 2.86 1.11 -2.08  -0.07
C: 2.44 1.59 -3.28  0.04
C: 4.34 0.88 -1.75  -0.53
C: 4.69 1.60 -0.44  -0.03
C: 4.64 -0.62 -1.61  -0.03
C: 5.24 1.45 -2.85  -0.06
H: -0.95 3.01 -6.18  0.09
H: -0.97 3.58 -4.51  0.09
H: -1.44 1.91 -4.90  0.09
H: 0.66 1.26 -6.94  0.09
H: 0.29 0.20 -5.57  0.09
H: 1.96 0.70 -5.88  0.09
H: 1.34 3.67 -6.54  0.09
H: 2.66 3.14 -5.52  0.08
H: 1.48 4.31 -4.90  0.10
H: -0.91 2.09 -2.78  0.11
H: -1.25 3.76 -0.34  0.13
H: -5.40 2.77 -0.90  0.09
H: -6.84 1.29 -0.18  0.09
H: -7.36 -0.09 -1.14  0.09
H: -6.71 1.33 -1.95  0.09
H: -5.56 -0.47 1.13  0.09
H: -4.34 -1.48 0.34  0.06
H: -6.05 -1.71 -0.03  0.09
H: -4.96 0.03 -3.13  0.09
H: -5.66 -1.46 -2.47  0.10
H: -3.93 -1.14 -2.27  0.06
H: -5.83 4.72 -0.02  0.09
H: -5.56 4.83 -1.77  0.09
H: -5.39 6.26 -0.76  0.09
H: -3.85 4.98 1.59  0.09
H: -3.54 6.54 0.81  0.09
H: -2.24 5.35 0.96  0.08
H: -3.21 5.23 -2.69  0.09
H: -1.86 5.51 -1.58  0.08
H: -3.16 6.69 -1.68  0.09
H: 3.18 1.78 -4.05  0.10
H: 4.14 1.19 0.41  0.06
H: 4.47 2.67 -0.51  0.10
H: 5.75 1.48 -0.23  0.09
H: 4.05 -1.07 -0.82  0.06
H: 5.70 -0.76 -1.38  0.09
H: 4.43 -1.15 -2.55  0.09
H: 5.04 2.50 -3.03  0.09
H: 5.13 0.90 -3.79  0.09
H: 6.28 1.35 -2.54  0.09
C: -1.78 2.26 3.12  -0.09
C: -1.61 0.79 3.56  -0.60
C: -1.76 0.73 5.09  -0.08
C: -2.77 0.01 2.93  -0.09
Si: 0.10 0.13 3.01  0.75
C: 0.54 -1.57 3.79  -0.60
C: 1.68 -2.28 3.03  -0.11
C: 0.99 -1.43 5.26  -0.08
C: -0.69 -2.50 3.78  -0.12
C: 1.50 1.42 3.23  -0.59
C: 2.88 0.76 3.06  -0.10
C: 1.46 2.04 4.64  -0.08
C: 1.42 2.57 2.22  -0.09
H: -2.82 2.56 3.32  0.09
H: -1.61 2.40 2.05  0.05
H: -1.14 2.94 3.67  0.07
H: -2.69 1.24 5.37  0.10
H: -0.95 1.22 5.63  0.07
H: -1.84 -0.30 5.45  0.07
H: -3.71 0.44 3.29  0.10
H: -2.78 -1.05 3.20  0.07
H: -2.78 0.07 1.85  0.04
H: 2.66 -1.90 3.31  0.07
H: 1.62 -2.19 1.94  0.00
H: 1.66 -3.35 3.28  0.09
H: 1.91 -0.85 5.36  0.06
H: 1.19 -2.43 5.66  0.10
H: 0.23 -0.97 5.89  0.07
H: -1.12 -2.60 2.78  0.03
H: -1.47 -2.15 4.45  0.07
H: -0.38 -3.49 4.12  0.09
H: 3.11 0.07 3.86  0.06
H: 3.64 1.55 3.09  0.09
H: 2.99 0.24 2.10  0.05
H: 1.54 1.29 5.44  0.07
H: 0.57 2.63 4.82  0.06
H: 2.32 2.71 4.75  0.10
H: 1.39 2.23 1.19  0.04
H: 2.31 3.20 2.33  0.09
H: 0.55 3.22 2.39  0.06
C: -1.42 -5.21 1.42  -0.16
C: -0.11 -4.88 0.69  -0.39
Sb: -0.03 -2.99 -0.27  1.43
C: -1.22 -3.24 -2.01  -0.39
C: -2.66 -3.67 -1.74  -0.17
C: 1.92 -3.08 -1.12  -0.43
C: 2.24 -4.37 -1.86  -0.16
H: -1.35 -6.18 1.90  0.08
H: -2.27 -5.24 0.73  0.05
H: -1.65 -4.48 2.19  0.04
H: 0.09 -5.60 -0.10  0.06
H: 0.74 -4.89 1.37  0.05
H: -0.69 -3.98 -2.61  0.05
H: -1.17 -2.29 -2.53  0.05
H: -2.71 -4.65 -1.27  0.06
H: -3.22 -3.73 -2.67  0.08
H: -3.17 -2.95 -1.09  0.04
H: 2.61 -2.91 -0.29  0.05
H: 2.00 -2.21 -1.77  0.04
H: 2.17 -5.25 -1.22  0.06
H: 3.26 -4.34 -2.25  0.08
H: 1.58 -4.53 -2.72  0.06

***

Here is C46H86N2O15Pb as an isolated structure from the Open Molecules 2025 dataset. Energies are from wB97M-V/def2-TZVPD.

Values from the calculation:
HOMO energy	-5.62	eV
lowest unoccupied orbital energy	-2.70	eV
electronic energy	-88018.0194	eV
HOMO-LUMO gap	2.928	eV

Last column: Löwdin charge in e.
Element x y z (Å)
Pb: -2.95 0.31 -2.21  0.67
C: 3.32 1.42 0.15  -0.06
C: 1.87 1.27 0.51  -0.45
C: 1.67 1.20 2.11  -0.11
C: 1.89 2.63 2.83  -0.15
C: 0.83 3.48 2.22  -0.17
C: 0.81 3.65 0.67  -0.52
N: 0.98 2.35 -0.07  -0.07
O: 0.74 2.28 -1.52  -0.17
C: 1.98 4.59 0.29  -0.04
C: -0.45 4.31 0.30  -0.06
C: 1.47 -0.16 -0.11  -0.05
H: 3.69 2.41 -0.12  0.07
H: 3.39 1.12 -0.90  0.08
H: 3.94 0.97 0.92  0.09
H: 2.29 0.37 2.46  0.10
H: 0.67 0.87 2.39  0.11
H: 2.91 2.93 2.60  0.11
H: 1.70 2.33 3.86  0.11
H: 1.02 4.43 2.71  0.12
H: -0.21 3.25 2.43  0.12
H: 2.98 4.24 0.56  0.06
H: 1.86 5.62 0.60  0.08
H: 2.02 4.65 -0.80  0.08
H: -0.45 4.84 -0.65  0.09
H: -0.58 5.03 1.11  0.09
H: -1.35 3.71 0.35  0.09
H: 0.44 -0.49 -0.08  0.06
H: 2.12 -0.89 0.38  0.08
H: 1.74 -0.26 -1.16  0.06
C: -7.44 -4.24 1.99  -0.04
C: -7.37 -2.82 1.27  -0.42
C: -8.31 -1.95 2.22  -0.16
C: -7.78 -1.60 3.62  -0.16
C: -6.33 -0.92 3.57  -0.14
C: -5.43 -1.67 2.59  -0.52
N: -6.09 -2.09 1.29  -0.09
O: -5.10 -2.53 0.29  -0.21
C: -4.87 -2.88 3.33  -0.03
C: -4.35 -0.64 2.43  -0.08
C: -8.10 -2.80 -0.14  -0.04
H: -7.73 -4.27 3.04  0.07
H: -6.66 -4.98 1.84  0.07
H: -8.34 -4.67 1.54  0.07
H: -9.29 -2.40 2.40  0.11
H: -8.59 -1.04 1.69  0.11
H: -7.68 -2.42 4.33  0.09
H: -8.49 -0.93 4.11  0.10
H: -6.04 -1.09 4.60  0.11
H: -6.44 0.14 3.33  0.10
H: -5.33 -3.12 4.28  0.07
H: -3.84 -2.77 3.66  0.08
H: -5.03 -3.75 2.70  0.07
H: -3.89 -0.23 3.33  0.09
H: -4.86 0.20 1.96  0.08
H: -3.61 -1.02 1.72  0.07
H: -9.16 -2.60 -0.01  0.06
H: -8.15 -3.74 -0.68  0.07
H: -7.94 -2.06 -0.93  0.07
C: 0.38 7.35 -8.05  -0.13
C: 0.39 6.55 -6.70  -0.17
C: 1.25 5.33 -6.98  -0.16
O: 1.86 5.56 -8.32  -0.15
C: 0.92 6.26 -9.06  -0.24
H: 1.19 8.06 -7.89  0.10
H: -0.59 7.76 -8.32  0.10
H: -0.63 6.16 -6.60  0.09
H: 0.45 7.10 -5.75  0.11
H: 0.75 4.37 -6.93  0.11
H: 2.06 5.19 -6.26  0.11
H: 0.20 5.59 -9.53  0.11
H: 1.44 6.76 -9.88  0.11
C: -0.03 -4.04 -6.54  -0.19
C: 0.59 -2.78 -7.01  -0.19
C: 0.09 -1.58 -6.19  -0.22
O: -0.81 -2.18 -5.31  -0.17
C: -0.56 -3.66 -5.17  -0.13
H: 0.68 -4.86 -6.56  0.12
H: -0.91 -4.38 -7.10  0.11
H: 0.35 -2.82 -8.07  0.11
H: 1.68 -2.78 -7.03  0.11
H: -0.41 -0.95 -6.92  0.12
H: 0.96 -1.10 -5.73  0.12
H: -1.52 -4.13 -4.97  0.11
H: 0.07 -3.86 -4.30  0.11
C: -2.00 -8.01 -0.64  -0.17
C: -0.91 -7.22 -0.01  -0.19
C: -0.52 -8.05 1.14  -0.25
O: -0.81 -9.34 0.77  -0.14
C: -2.00 -9.39 0.01  -0.18
H: -2.09 -7.94 -1.73  0.11
H: -2.95 -7.68 -0.21  0.11
H: -1.33 -6.26 0.28  0.12
H: -0.20 -7.08 -0.83  0.12
H: -1.10 -7.80 2.03  0.12
H: 0.52 -7.94 1.46  0.13
H: -2.83 -9.73 0.64  0.12
H: -1.78 -10.19 -0.70  0.11
C: 8.49 -2.68 -3.90  -0.18
C: 7.84 -3.09 -2.57  -0.14
C: 6.82 -4.26 -2.97  -0.19
O: 6.55 -3.82 -4.26  -0.16
C: 7.73 -3.38 -4.94  -0.21
H: 9.54 -2.97 -3.83  0.12
H: 8.29 -1.61 -3.98  0.11
H: 7.29 -2.43 -1.89  0.10
H: 8.58 -3.59 -1.94  0.09
H: 5.92 -4.30 -2.36  0.12
H: 7.26 -5.26 -2.96  0.11
H: 7.55 -2.77 -5.82  0.12
H: 8.22 -4.28 -5.33  0.12
C: 8.57 4.67 1.10  -0.02
C: 9.05 3.29 0.89  -0.30
C: 9.28 2.86 -0.58  -0.11
O: 10.60 2.37 -0.71  0.07
C: 11.23 2.65 0.45  -0.58
O: 12.36 2.27 0.60  0.15
O: 10.41 3.19 1.31  0.09
H: 8.30 5.24 0.21  0.09
H: 9.35 5.30 1.53  0.10
H: 7.71 4.65 1.77  0.09
H: 8.55 2.49 1.43  0.16
H: 9.12 3.64 -1.31  0.13
H: 8.59 2.03 -0.70  0.13
C: 3.80 -0.26 8.58  -0.03
C: 3.03 -1.48 8.36  -0.42
C: 1.69 -1.30 7.76  -0.13
O: 1.76 -2.07 6.60  0.08
C: 2.91 -2.80 6.55  -0.40
O: 3.20 -3.70 5.72  0.11
O: 3.77 -2.34 7.57  0.08
H: 4.86 -0.47 8.67  0.10
H: 3.37 0.47 9.27  0.10
H: 3.59 0.44 7.78  0.09
H: 2.88 -1.96 9.33  0.15
H: 1.42 -0.28 7.49  0.14
H: 0.96 -1.59 8.51  0.14
C: -7.32 6.99 3.24  0.00
C: -7.54 5.50 2.79  -0.30
C: -8.83 5.15 2.08  -0.12
O: -8.42 4.79 0.80  0.10
C: -7.11 4.58 0.84  -0.60
O: -6.48 4.02 -0.03  0.14
O: -6.53 5.01 1.93  0.12
H: -7.99 7.71 2.77  0.08
H: -6.27 7.30 3.20  0.09
H: -7.63 6.94 4.28  0.08
H: -7.49 4.97 3.74  0.14
H: -9.51 5.99 2.21  0.14
H: -9.28 4.27 2.55  0.14